No. 1
ORCA calculation (ωB97M-V with the def2-TZVPD basis set) on a molecular structure, C18H14N3O2V.

* total charge: +3
* HOMO level (spin up / spin down): -20.562 / -20.592 eV
* Kohn-Sham gap (spin up / spin down): 6.93 / 8.13 eV
* E_LUMO (spin up / spin down): -13.6 / -12.5 eV
* strongest force on any atom: 0.554 eV/A
* multiplicity: 2

XYZ file:
```
38
Properties=species:S:1:pos:R:3:forces:R:3:lowdin_spin:R:1
V 0.2970 0.1878 0.1382 0.237 0.497 0.063 1.458
O -1.5145 -2.9713 1.5572 -0.017 -0.033 0.020 -0.046
C -0.8691 -2.2950 0.8449 -0.170 0.201 -0.023 -0.002
N -1.0759 -0.8234 0.6987 -0.151 -0.112 -0.005 -0.323
C -2.4195 -0.1905 0.8729 0.151 -0.253 -0.019 -0.002
O -3.2513 -0.6306 1.5765 -0.040 0.003 0.024 -0.046
C -2.4530 1.0197 0.0070 0.160 -0.062 0.006 0.005
C -3.5870 1.7554 -0.2205 -0.089 -0.018 -0.033 0.001
C -3.5067 2.8217 -1.1199 0.041 -0.003 0.005 0.002
C -2.2915 3.1049 -1.7293 -0.018 0.028 -0.026 0.000
C -1.1786 2.3448 -1.4159 0.030 -0.110 0.068 0.002
N -1.2528 1.3056 -0.5608 -0.180 0.153 -0.068 -0.013
C 0.2568 -2.6722 -0.0543 0.000 0.163 0.029 0.006
C 0.6265 -3.9687 -0.3002 -0.057 -0.059 -0.054 0.001
C 1.6509 -4.1921 -1.2242 0.024 0.013 0.002 0.001
C 2.2671 -3.1072 -1.8339 0.005 -0.015 -0.011 0.000
C 1.8742 -1.8244 -1.4959 -0.090 0.069 0.064 0.002
N 0.8729 -1.6014 -0.6207 0.121 -0.238 -0.041 -0.012
H -4.5125 1.4848 0.2734 -0.003 -0.011 -0.008 0.000
H -4.3845 3.4157 -1.3428 0.000 0.002 0.005 0.000
H -2.1949 3.9151 -2.4397 -0.010 0.004 0.000 0.000
H -0.2131 2.5570 -1.8588 -0.003 0.019 -0.022 0.000
H 0.1089 -4.7796 0.1979 -0.009 -0.003 -0.015 0.000
H 1.9578 -5.2029 -1.4639 0.002 -0.001 0.003 0.000
H 3.0565 -3.2443 -2.5608 0.002 -0.013 -0.001 0.000
H 2.3548 -0.9572 -1.9328 0.018 -0.010 -0.023 0.000
C 2.5515 0.1896 1.1330 0.022 -0.015 -0.044 -0.007
C 2.6047 1.3505 0.3457 -0.022 -0.036 -0.021 0.000
C 1.6684 2.3691 0.5477 -0.019 -0.056 -0.052 -0.004
C 0.6812 2.2368 1.5390 0.000 -0.065 -0.059 -0.009
C 0.6225 1.0757 2.3198 -0.028 0.038 0.063 -0.009
C 1.5568 0.0471 2.1115 0.078 -0.055 0.101 -0.006
H 3.2761 -0.6008 0.9805 0.008 -0.010 0.026 0.000
H 3.3801 1.4664 -0.4030 -0.001 -0.007 -0.007 0.001
H 1.7175 3.2742 -0.0468 -0.013 -0.006 -0.014 0.000
H -0.0355 3.0341 1.6964 -0.021 -0.016 0.001 0.000
H -0.1469 0.9615 3.0745 0.017 0.013 0.037 0.001
H 1.5053 -0.8558 2.7094 0.021 0.006 0.027 0.001
```
Positions in Å, forces in eV/Å.

No. 2
ORCA calculation (ωB97M-V with the def2-TZVPD basis set) on a molecular structure, C19H52AsF6O17S7 at a distorted geometry.

* total charge: -1
* HOMO level: -7.220 eV
* relative energy (zero: lowest compared OMol25 entry of this formula, charge and spin): 0.00 kJ/mol
* Kohn-Sham gap: 8.96 eV
* E_LUMO: 1.7 eV
* strongest force on any atom: 3.193 eV/A
* multiplicity: 1

XYZ file:
```
102
Properties=species:S:1:pos:R:3:forces:R:3:lowdin_charge:R:1
As -0.0118 0.2655 -0.3031 -0.052 1.307 -0.362 0.772
F 0.6721 1.5914 -1.2279 0.230 -0.379 0.391 -0.272
F -0.2600 1.3430 1.0561 0.123 -0.331 -0.146 -0.269
F -0.6415 -1.0680 0.6244 -0.387 0.159 -0.340 -0.259
F 0.2543 -0.7705 -1.6949 -0.221 -0.005 0.424 -0.269
F 1.5667 -0.1698 0.3346 -0.104 0.146 -0.281 -0.279
F -1.5766 0.8026 -0.9305 0.533 -0.978 0.444 -0.266
O 4.1270 -4.9963 3.2387 0.353 -0.185 -0.146 -0.276
S 3.0008 -4.1674 3.5021 -1.356 1.846 0.047 0.602
O 1.8599 -4.6804 4.2069 0.764 0.368 -0.121 -0.278
O 3.4778 -2.8310 4.3079 -0.601 -0.875 0.015 -0.280
C 4.7042 -2.1988 3.9220 1.052 0.268 0.260 -0.272
C 4.4912 -0.7765 3.4343 -1.577 -0.535 -1.354 -0.054
C 2.4125 -3.3737 1.9797 1.262 -0.878 0.158 -0.097
H 5.2114 -2.8344 3.1937 -0.038 0.210 -0.173 0.109
H 5.3595 -2.1849 4.7957 -0.170 -0.177 0.130 0.120
H 3.7393 -0.8216 2.6309 0.120 -0.075 -0.070 0.067
H 5.3515 -0.3530 2.9226 0.303 0.096 0.556 0.084
H 3.9852 -0.1118 4.1314 0.651 0.023 0.444 0.067
H 1.8227 -4.1470 1.4938 -0.348 0.317 -0.076 0.070
H 3.3082 -3.2066 1.3782 -0.025 -0.009 -0.032 0.063
H 1.9484 -2.4077 2.1430 -0.462 -0.248 0.234 0.052
O -5.4888 -3.2642 1.2709 -0.011 -0.103 -0.141 -0.292
S -4.7725 -2.6183 0.2080 1.062 -0.554 -0.718 0.560
O -5.2552 -2.6151 -1.1381 -0.190 -0.202 0.321 -0.270
O -4.5733 -1.1065 0.5637 -0.119 0.368 0.689 -0.274
C -4.5084 -0.6917 1.9467 -0.257 2.471 -0.131 -0.231
C -5.2400 0.6634 1.9751 -0.352 -0.688 0.938 -0.063
C -3.0164 -3.1119 0.2028 -2.379 1.079 0.601 -0.085
H -3.4921 -0.3967 2.2098 0.339 -0.929 -0.090 0.111
H -4.9748 -1.3638 2.6550 0.124 -0.511 -0.285 0.114
H -4.6620 1.4448 1.4902 -0.246 -0.067 -0.408 0.065
H -5.3742 0.9772 3.0155 0.196 -0.059 0.031 0.080
H -6.2525 0.5118 1.6013 0.106 0.361 -0.408 0.081
H -2.7818 -2.8800 1.2400 0.621 -0.595 0.008 0.060
H -2.6072 -2.3244 -0.4211 0.546 -0.549 -0.383 0.050
H -3.0245 -4.1503 -0.1042 0.625 0.033 -0.047 0.071
O 6.3324 2.3777 -1.8715 0.624 -0.559 -0.245 -0.293
S 7.1305 1.2654 -2.3310 -0.474 0.071 0.162 0.623
O 8.3720 0.9421 -1.6721 -1.039 -0.114 -0.463 -0.287
O 6.1459 -0.0480 -2.3670 1.395 1.061 -0.112 -0.268
C 4.7890 0.1436 -1.9388 -1.307 0.283 0.527 -0.276
C 4.1802 -1.2558 -1.8161 0.747 1.320 0.215 -0.051
C 7.4475 1.4467 -4.0846 -0.647 -0.864 0.772 -0.115
H 4.1834 0.7436 -2.6264 0.468 -0.107 -0.469 0.124
H 4.7654 0.7469 -1.0308 0.107 -0.426 0.221 0.114
H 3.1117 -1.1689 -1.6376 -0.099 -0.092 -0.158 0.060
H 4.6519 -1.7254 -0.9538 -0.005 -0.484 -0.261 0.075
H 4.4353 -1.7042 -2.7747 -0.300 -0.675 0.228 0.072
H 6.4595 1.5113 -4.5354 0.103 0.383 -0.161 0.069
H 7.8832 0.4973 -4.3902 0.311 0.198 -0.110 0.068
H 8.0832 2.3102 -4.2348 0.008 0.015 -0.082 0.072
O -0.3714 6.9672 -0.4132 0.426 0.116 0.142 -0.289
S -0.2183 6.2769 0.8333 -1.204 -1.727 0.251 0.611
O 0.3815 6.8908 1.9750 -0.337 -0.015 -0.226 -0.277
O -1.7210 5.7680 1.2566 1.812 0.428 -0.052 -0.273
C -2.6268 5.4471 0.1875 -1.728 0.892 0.310 -0.284
C -3.5270 4.3352 0.7102 1.196 -0.612 -0.655 -0.061
C 0.4969 4.6567 0.5452 1.111 0.766 -0.140 -0.116
H -2.2032 5.3112 -0.8062 0.529 -0.385 0.310 0.116
H -3.2465 6.3498 0.1084 0.039 -0.103 -0.314 0.117
H -4.2448 3.9989 -0.0385 -0.439 0.594 0.154 0.067
H -3.9297 4.6839 1.6560 -0.415 -0.326 -0.039 0.082
H -2.9368 3.4217 0.8430 0.140 0.171 0.438 0.073
H 0.6433 4.0427 1.4300 -0.973 0.091 0.208 0.073
H 1.5412 4.8081 0.2555 -0.207 0.289 -0.547 0.074
H -0.0705 4.2097 -0.2642 0.065 -0.329 0.123 0.061
O -4.6959 -0.8786 -5.3093 -0.255 -0.194 -0.964 -0.262
S -4.0736 0.1212 -4.5211 1.212 1.720 2.402 0.607
O -3.9254 1.5058 -4.9190 -0.541 -0.890 -0.594 -0.303
O -4.8158 0.1304 -3.0915 0.067 -0.171 -0.107 -0.271
C -6.0331 0.8428 -2.9447 -1.365 1.068 -0.500 -0.280
C -6.0619 1.4929 -1.5727 0.785 -0.393 0.237 -0.055
C -2.4971 -0.4336 -3.9148 -0.755 -1.866 0.537 -0.113
H -6.9286 0.2338 -3.1044 0.441 -0.617 0.174 0.121
H -6.1293 1.6080 -3.7234 0.349 0.019 0.031 0.109
H -7.0431 1.6614 -1.1335 -0.197 -0.047 -0.372 0.079
H -5.5155 2.4359 -1.5897 0.039 -0.009 0.074 0.068
H -5.5325 0.8008 -0.9136 -0.041 0.170 0.151 0.056
H -1.7365 0.2996 -3.6805 -0.068 0.297 -0.724 0.070
H -2.2835 -1.3175 -4.5227 0.806 0.573 -0.405 0.050
H -2.6641 -0.9480 -2.9630 -0.413 0.306 0.062 0.063
C 1.5741 -0.1257 6.0523 -0.136 -0.748 0.011 -0.247
S -0.2504 -0.2733 5.8422 0.889 0.624 -0.474 0.819
O -0.7494 1.0834 6.1960 -0.270 -0.030 0.439 -0.570
C -0.3224 -0.2763 4.0475 -0.315 -0.567 -0.366 -0.270
H 1.7786 -0.2867 7.1110 -0.163 0.432 0.083 0.042
H 1.8818 0.8583 5.7073 -0.127 0.096 0.087 0.054
H 2.1575 -0.9081 5.5586 -0.387 -0.023 -0.319 0.025
H -1.3788 -0.3185 3.7764 -0.056 0.061 0.213 0.036
H 0.1152 -1.1856 3.6296 0.249 0.121 0.063 0.045
H 0.0727 0.6332 3.5999 0.292 -0.010 0.204 0.055
C 1.0230 -4.1422 -2.4441 -0.450 0.855 0.106 -0.254
S 0.5875 -3.7955 -4.1821 -0.922 0.261 -0.069 0.827
O -0.8714 -3.3916 -4.2257 1.162 -0.438 0.293 -0.560
C 1.4769 -2.2548 -4.4707 0.107 0.116 -0.888 -0.270
H 2.0324 -4.5319 -2.3320 0.031 -0.028 -0.225 0.048
H 0.2836 -4.8431 -2.0609 0.052 -0.204 -0.254 0.046
H 0.8968 -3.2187 -1.8734 0.107 0.032 -0.035 0.032
H 1.2182 -1.9889 -5.5005 -0.323 -0.153 0.050 0.047
H 2.5574 -2.3909 -4.5440 0.016 -0.090 0.649 0.043
H 1.1357 -1.4264 -3.8524 0.158 -0.254 0.425 0.042
```
Positions in Å, forces in eV/Å.

No. 3
ORCA calculation (ωB97M-V with the def2-TZVPD basis set) on a molecular structure, C13H26IrN4O2Se2.

* total charge: +2
* HOMO level (spin up / spin down): -13.736 / -13.731 eV
* relative energy (zero: lowest compared OMol25 entry of this formula, charge and spin): 27.79 kJ/mol
* Kohn-Sham gap (spin up / spin down): 6.28 / 5.26 eV
* E_LUMO (spin up / spin down): -7.5 / -8.5 eV
* strongest force on any atom: 0.536 eV/A
* multiplicity: 2

XYZ file:
```
48
Properties=species:S:1:pos:R:3:forces:R:3:lowdin_spin:R:1
Ir -0.7297 -0.2700 -0.8858 -0.031 -0.095 0.527 0.194
O -2.5890 0.4074 2.4041 -0.032 0.035 -0.017 0.059
C -1.7488 1.1408 3.2969 0.023 0.037 0.068 0.003
C -0.3035 1.1569 2.8083 0.151 -0.091 0.012 0.014
C 0.5474 1.6547 4.0021 -0.003 0.016 -0.016 0.002
O 1.9094 1.5495 3.6364 0.018 -0.019 -0.010 0.002
C 0.0198 2.1078 1.6421 0.018 -0.065 -0.031 0.000
Se -1.0472 1.9256 0.0249 -0.070 -0.014 -0.058 -0.016
C 0.1933 -0.2677 2.5282 -0.018 0.060 -0.133 0.050
Se -0.7316 -1.3335 1.1873 0.020 0.245 -0.242 0.633
H -3.4829 0.4110 2.7676 0.040 -0.066 0.008 0.001
H -1.7642 0.6533 4.2767 -0.032 0.057 0.026 0.000
H -2.1114 2.1651 3.4217 -0.013 0.003 -0.100 0.003
H 0.3291 1.0548 4.8915 0.002 -0.024 -0.017 0.000
H 0.2717 2.6937 4.2116 -0.014 -0.014 0.033 0.001
H 2.4653 1.8415 4.3663 -0.008 0.024 0.000 0.000
H 1.0766 2.0314 1.3966 -0.011 -0.015 -0.002 0.000
H -0.1649 3.1360 1.9560 -0.027 -0.003 0.009 0.001
H 0.1187 -0.8950 3.4194 -0.078 -0.005 -0.001 0.000
H 1.2413 -0.2214 2.2430 0.051 -0.041 -0.016 0.013
N -0.5559 -2.1206 -2.0658 -0.041 0.015 0.149 0.007
C -1.6962 -2.4525 -2.9631 -0.015 0.039 -0.028 0.000
C -3.0337 -2.4073 -2.2367 0.051 0.014 0.081 0.000
C -3.5724 -1.0077 -1.9755 -0.015 -0.003 -0.025 0.000
N -2.8669 -0.3035 -0.8703 0.239 -0.006 0.023 0.012
H 0.3048 -2.0989 -2.6090 -0.015 0.037 -0.026 0.000
H -0.4247 -2.8901 -1.4126 -0.034 -0.050 -0.052 0.003
H -1.5298 -3.4390 -3.3959 -0.042 -0.013 0.003 0.000
H -1.6906 -1.7303 -3.7816 0.005 -0.017 -0.012 0.000
H -2.9748 -2.9742 -1.3002 -0.011 -0.006 -0.004 0.000
H -3.7653 -2.9337 -2.8499 -0.002 0.017 -0.031 0.000
H -4.6334 -1.0476 -1.7290 -0.007 -0.041 -0.028 0.000
H -3.4704 -0.3927 -2.8710 -0.004 -0.001 0.000 0.000
H -3.1642 -0.6762 0.0298 -0.051 -0.100 -0.049 0.005
H -3.1848 0.6669 -0.8206 0.028 0.005 -0.052 0.000
N 5.2220 0.8164 -2.2832 0.021 0.012 -0.007 0.000
C 3.9646 0.5292 -1.9373 -0.033 -0.019 0.023 0.000
C 3.6569 -0.1410 -0.7351 0.029 0.013 -0.015 0.000
C 2.3559 -0.4080 -0.4148 -0.048 -0.119 0.017 0.004
N 1.3101 -0.0717 -1.1942 0.054 0.144 -0.085 0.003
C 1.6041 0.5586 -2.3537 -0.064 0.102 0.015 0.001
C 2.8698 0.8718 -2.7586 -0.021 -0.019 0.012 0.000
H 5.9969 0.5701 -1.6918 -0.003 -0.001 0.003 0.000
H 5.4319 1.3007 -3.1391 -0.004 -0.002 -0.002 0.000
H 4.4416 -0.4507 -0.0587 -0.003 -0.001 0.005 0.000
H 2.1299 -0.9386 0.4963 -0.022 -0.026 0.058 0.006
H 0.7595 0.8426 -2.9752 0.017 0.006 -0.006 0.001
H 3.0156 1.3861 -3.6981 0.003 -0.005 -0.006 0.000
```
Positions in Å, forces in eV/Å.